[1]
Formula: CH4N3S2
Source: the Open Molecules 2025 dataset
Level of theory: the ωB97M-V functional and the def2-TZVPD basis

ΔE to the lowest compared entry with this formula, charge and spin (kJ/mol): 67.8
Kohn-Sham gap (eV): 8.52

```
! RIJCOSX wB97M-V def2-TZVPD def2/J DEFGRID3
* xyz 1 1
N 0.749 0.216 -0.786
N -1.042 -1.563 -0.032
S 1.404 -2.933 0.122
H -1.119 -2.052 0.846
H 0.852 2.430 1.164
H -1.892 -1.085 -0.342
S 0.294 -1.840 -0.950
N 0.355 2.343 0.337
C 0.437 1.232 -0.301
H -0.039 3.252 -0.058
*
```


[2]
Formula: CH4N4S
Source: the Open Molecules 2025 dataset
Level of theory: the ωB97M-V functional and the def2-TZVPD basis

ΔE to the lowest compared entry with this formula, charge and spin (kJ/mol): 207.3
Kohn-Sham gap (eV): 8.67

```
! RIJCOSX wB97M-V def2-TZVPD def2/J DEFGRID3
* xyz 0 1
C -1.775 0.113 -0.028
H -2.938 1.945 -0.066
N 0.437 -1.155 0.088
H -1.108 1.807 -0.031
N 1.644 -1.709 -0.029
N 0.099 -0.005 0.259
H 1.458 -2.700 -0.192
H 2.474 -1.248 0.271
S -2.571 -1.245 -0.194
N -2.003 1.427 -0.043
*
```


[3]
Formula: CH4N5
Source: the Open Molecules 2025 dataset
Level of theory: the ωB97M-V functional and the def2-TZVPD basis

ΔE to the lowest compared entry with this formula, charge and spin (kJ/mol): 405.9
Kohn-Sham gap (eV): 10.54

```
! RIJCOSX wB97M-V def2-TZVPD def2/J DEFGRID3
* xyz 1 1
N 0.394 2.476 0.106
H 0.065 -0.717 1.233
N -0.142 1.365 -0.145
N -0.311 3.445 -0.377
C 0.569 -0.486 0.365
N -1.261 1.675 -0.891
N -1.351 2.943 -0.987
H 0.294 -1.035 -0.478
H -1.780 1.064 -1.445
H 1.468 0.217 0.693
*
```


[4]
Formula: CH4N6
Source: the Open Molecules 2025 dataset
Level of theory: the ωB97M-V functional and the def2-TZVPD basis

ΔE to the lowest compared entry with this formula, charge and spin (kJ/mol): 476.8
Kohn-Sham gap (eV): 7.97

```
! RIJCOSX wB97M-V def2-TZVPD def2/J DEFGRID3
* xyz 0 1
N -1.392 0.724 -0.146
N -2.039 -0.433 0.099
N 0.839 1.347 0.062
N -1.152 -1.389 0.045
H -1.807 1.562 -0.728
H 1.378 -2.322 0.042
H 0.817 1.491 1.421
H 2.073 0.842 -0.402
C 0.063 -0.938 -0.022
N -0.069 0.464 -0.232
N 1.289 -1.349 -0.138
*
```